[1]
Here is C34H38BrF4FeN3O3P2Te as an isolated structure at a distorted geometry from the OMol25 dataset. Energies are from the ωB97M-V functional and the def2-TZVPD basis.

Energy, a.u.: -6896.0987
Frontier orbital gap (spin up / spin down), eV: 6.3 / 5.9
HOMO (spin up / spin down), eV: -9.0 / -9.0
LUMO energy (spin up / spin down), eV: -2.751 / -3.102
Maximum force, hartree/bohr: 0.04565

Geometry as ORCA input:
```
! wB97M-V def2-TZVPD RIJCOSX def2/J DEFGRID3
* xyz 1 6
H -1.1086 3.4284 5.7794
H -5.3319 0.5755 0.8911
H 4.9394 2.0560 -0.3591
H -0.9742 3.0012 3.3332
H 2.6379 1.1398 -1.8690
H 2.6163 1.9496 -0.2927
C -3.4069 1.4268 0.4343
H -4.6440 -2.6010 3.5843
C 0.3803 -1.5421 4.5377
H 1.3240 -6.1740 -1.5920
O -0.9282 1.1804 4.2972
H 6.0960 -0.0057 -0.1161
C 3.0103 -0.1721 1.1565
H -3.2644 -2.6850 -1.1533
C -5.3101 2.6960 1.1606
C 4.5742 1.1614 -0.8638
C -4.3563 -2.6096 2.5435
C 4.5485 -0.0474 1.2391
C 0.7486 -5.6521 -0.8389
Br -0.1549 0.2985 -2.3466
H 0.1103 -7.4561 0.1372
C -3.5833 -0.3463 -4.5800
H -0.6990 -1.3743 4.4896
H -2.5586 4.0227 4.9587
F -1.2999 -0.0170 -5.0726
H 2.7685 -1.2450 -1.9734
H -1.3937 -3.8144 1.7966
H 4.9951 -0.8807 1.7833
C -1.9739 -0.0440 -2.8185
H -2.6487 4.7219 0.6642
O 1.0652 -0.3039 4.3486
C 0.8136 -2.5429 3.4818
C -3.4468 -1.4855 0.6244
C -4.5655 3.8631 1.0973
C -3.2365 3.8169 0.7063
F -5.8519 -0.6327 -3.9898
H 2.6976 -2.1796 -0.4762
C -3.5887 -2.6557 -0.1211
H 5.0383 -2.1270 -0.3160
H -4.9146 -4.6568 2.2496
N 5.0742 -0.0355 -0.1483
C -4.5097 -3.7669 1.7937
C 3.1087 -1.2777 -0.9371
C -4.5900 -0.4411 -3.6164
C -2.9545 -0.1504 -1.8320
C -4.1276 -3.7865 0.4623
H -2.5078 2.1172 3.3824
H 5.1014 -1.2677 -1.8606
Fe -0.1533 -0.4309 0.0881
C 0.0657 -6.3793 0.1310
C -0.0744 -3.5571 0.1085
P 0.4210 0.8651 3.4741
C -4.7400 1.4757 0.8362
H 0.3682 -3.5140 3.6699
C -4.2672 -0.3330 -2.2688
C -2.2727 -0.1308 -4.1685
H -3.6776 -0.5777 2.5553
H -2.6149 2.4991 5.8714
H 4.9728 1.1440 -1.8800
F -3.8747 -0.4573 -5.8716
C -1.6174 2.3748 3.9667
C 4.6538 -1.2684 -0.8638
P -2.4935 -0.0925 -0.0364
H 1.2213 -3.7111 -1.6102
C -3.8195 -1.4746 1.9660
H -4.2294 -4.6899 -0.1203
H -6.3451 2.7327 1.4656
C -0.7819 -4.3364 1.0783
C -0.6947 -5.7038 1.0819
C 3.0263 1.1044 -0.8499
N 2.5755 -0.1264 -0.2264
H -5.0196 4.8077 1.3535
H 2.6511 -1.1002 1.6015
Te 1.9435 2.6694 3.4561
H 0.6516 -1.8799 5.5429
O 0.0441 0.3931 2.0917
H -1.2355 -6.2701 1.8282
N -0.1251 -2.2611 0.0905
H -1.6189 2.5555 0.0791
F -5.2543 -0.4161 -1.3755
H 1.8963 -2.6449 3.4938
H 4.8409 0.8829 1.7312
H 2.5432 0.6528 1.7071
C 0.6980 -4.2819 -0.8536
C -2.0005 3.1288 5.2301
C -2.6615 2.6045 0.3766
H 0.4967 -2.1923 2.4994
*
```

Now the Löwdin charges, all in e:
1. H 0.078
2. H 0.102
3. H 0.143
4. H 0.046
5. H 0.097
6. H 0.130
7. C -0.341
8. H 0.110
9. C -0.259
10. H 0.104
11. O -0.277
12. H 0.199
13. C -0.176
14. H 0.113
15. C -0.060
16. C -0.053
17. C -0.065
18. C -0.050
19. C -0.094
20. Br 0.954
21. H 0.103
22. C -0.114
23. H 0.112
24. H 0.077
25. F 0.090
26. H 0.122
27. H 0.100
28. H 0.143
29. C -0.500
30. H 0.112
31. O -0.295
32. C -0.077
33. C -0.363
34. C -0.064
35. C -0.071
36. F 0.150
37. H 0.112
38. C -0.097
39. H 0.140
40. H 0.109
41. N -0.096
42. C -0.071
43. C -0.142
44. C -0.112
45. C -0.277
46. C -0.073
47. H 0.106
48. H 0.139
49. Fe 0.374
50. C -0.077
51. C -0.432
52. P 0.076
53. C -0.084
54. H 0.076
55. C -0.201
56. C -0.247
57. H 0.109
58. H 0.079
59. H 0.140
60. F 0.153
61. C -0.346
62. C -0.053
63. P 1.068
64. H 0.092
65. C -0.089
66. H 0.114
67. H 0.111
68. C -0.044
69. C -0.082
70. C -0.142
71. N -0.191
72. H 0.110
73. H 0.122
74. Te 0.393
75. H 0.126
76. O -0.445
77. H 0.108
78. N -0.015
79. H 0.097
80. F 0.119
81. H 0.078
82. H 0.133
83. H -0.020
84. C -0.041
85. C -0.059
86. C -0.106
87. H 0.029

[2]
Here is C34H38ClF5N4OPTb as an isolated structure at a distorted geometry from the OMol25 dataset. Energies are from the ωB97M-V functional and the def2-TZVPD basis.

Energy, a.u.: -3737.5755
Frontier orbital gap (spin up / spin down), eV: 8.2 / 8.5
HOMO (spin up / spin down), eV: -13.4 / -13.4
LUMO energy (spin up / spin down), eV: -5.141 / -4.924
Maximum force, hartree/bohr: 0.05268

Geometry as ORCA input:
```
! wB97M-V def2-TZVPD RIJCOSX def2/J DEFGRID3
* xyz 2 7
H 6.8353 -15.2200 10.9938
H 5.0128 -11.4896 6.3488
H 4.3042 -15.9005 0.4532
C 6.7071 -14.2234 10.5970
Tb 7.2668 -15.3458 7.5924
C 5.4503 -15.9754 2.2621
C 6.2930 -13.8822 3.0453
C 9.5756 -19.7267 10.3887
H 9.6620 -11.7068 8.0136
H 5.2548 -13.2585 9.3532
F 6.5392 -18.5058 7.9723
N 5.5555 -13.5479 6.5542
C 9.0971 -15.9156 2.4420
C 5.8336 -12.1301 6.7220
O 8.2097 -16.6776 8.9170
C 7.5436 -18.8915 8.7596
C 4.5748 -15.2875 9.6312
H 10.4248 -15.7614 0.8548
C 8.5689 -20.6158 10.0164
H 3.8959 -15.8837 6.4004
C 5.3752 -20.3708 4.9284
C 9.2717 -12.7119 8.2537
H 7.5605 -10.8354 6.8555
C 7.2969 -18.8866 4.5815
H 8.5390 -12.1726 10.2786
H 10.1400 -13.3420 8.6001
C 7.5652 -20.2198 9.1613
H 7.0237 -11.1296 5.1743
C 9.9658 -16.3263 4.5484
Cl 9.7468 -16.7217 6.2907
H 7.3889 -21.0597 4.7560
N 4.8741 -15.7188 8.2428
H 8.2055 -15.7378 1.8351
C 11.4517 -16.1246 2.7378
C 6.2141 -15.2779 3.1777
H 4.8844 -16.0951 10.2903
H 6.8916 -13.5729 11.4631
H 5.8337 -12.0107 7.8060
F 8.6516 -21.8747 10.3923
H 4.8098 -16.7153 8.1917
H 9.5393 -13.9752 6.6859
C 8.3277 -12.5750 5.9043
H 12.1016 -16.5126 4.7196
H 3.4914 -15.1889 9.7288
N 8.7566 -13.4389 7.0412
C 4.0887 -13.7981 6.9298
C 8.4380 -17.9599 9.1913
H 5.6604 -13.8457 5.5302
C 4.8062 -15.3254 1.2273
H 3.5191 -19.3352 5.1342
H 3.3569 -13.5211 6.1732
C 5.2517 -14.0392 10.1208
H 6.9564 -13.3891 3.7350
H 4.6567 -13.6967 10.9541
C 3.8777 -15.2522 7.2984
C 4.5686 -19.1923 4.8895
H 5.4079 -17.0712 2.2621
C 10.3692 -15.9456 1.9181
F 10.6418 -20.0898 11.0910
P 7.1230 -16.0613 4.5671
C 8.7938 -16.1663 3.8001
C 5.0889 -17.9181 4.7710
C 11.2832 -16.3221 4.0873
H 4.9461 -21.3530 5.0705
N 7.7273 -14.0206 9.5683
C 9.4972 -18.4074 9.9447
H 5.6949 -12.1060 1.8987
C 7.1697 -11.6427 6.1481
H 8.3629 -18.7229 4.5506
F 10.3696 -17.4824 10.4104
H 12.4166 -16.1233 2.2732
H 9.1845 -11.9664 5.5959
C 8.1746 -12.6270 9.3375
C 6.7778 -20.1904 4.7513
C 6.4773 -17.7628 4.6615
C 4.8130 -13.9213 1.1317
C 5.6043 -13.1925 2.0074
H 8.0334 -13.2687 5.0760
H 2.8694 -15.3076 7.6936
H 4.2453 -13.4554 0.3310
F 6.6022 -21.0684 8.6961
H 3.9065 -13.2069 7.8044
H 7.3592 -12.0366 9.0167
H 4.4318 -17.0315 4.7707
H 8.5391 -14.5205 9.9262
*
```

Now the Löwdin charges, all in e:
1. H 0.122
2. H 0.141
3. H 0.121
4. C -0.181
5. Tb 1.563
6. C -0.095
7. C -0.103
8. C -0.117
9. H 0.138
10. H 0.088
11. F 0.084
12. N -0.127
13. C -0.050
14. C -0.223
15. O -0.333
16. C -0.170
17. C -0.175
18. H 0.125
19. C -0.145
20. H 0.107
21. C -0.016
22. C -0.136
23. H 0.141
24. C -0.072
25. H 0.149
26. H 0.149
27. C -0.096
28. H 0.132
29. C -0.567
30. Cl 0.714
31. H 0.102
32. N -0.156
33. H 0.112
34. C -0.047
35. C -0.397
36. H 0.135
37. H 0.138
38. H 0.084
39. F 0.158
40. H 0.100
41. H 0.072
42. C -0.214
43. H 0.105
44. H 0.135
45. N -0.174
46. C -0.147
47. C -0.303
48. H 0.089
49. C -0.044
50. H 0.112
51. H 0.139
52. C -0.147
53. H 0.056
54. H 0.131
55. C -0.201
56. C -0.060
57. H 0.122
58. C -0.049
59. F 0.154
60. P 1.015
61. C -0.364
62. C -0.141
63. C -0.071
64. H 0.113
65. N -0.189
66. C -0.120
67. H 0.117
68. C -0.156
69. H 0.090
70. F 0.106
71. H 0.123
72. H 0.139
73. C -0.152
74. C -0.027
75. C -0.406
76. C -0.048
77. C -0.043
78. H 0.077
79. H 0.133
80. H 0.119
81. F 0.111
82. H 0.103
83. H 0.084
84. H 0.099
85. H 0.117